No. 1
24
Properties=species:S:1:pos:R:3:forces:R:3 method="wB97M-V/def2-TZVPD" s_squared=2.012 multiplicity=3 homo_lumo_gap_ev="5.39 / 4.44" e_lumo_ev="-0.8164 / -4.3872"
C -3.71669 -1.51955 -0.47939 0.8561 1.4244 2.6844
C -1.59694 2.22565 0.41149 -2.7641 1.7262 -0.4254
C 1.85703 -0.36445 0.98856 -5.3883 3.8455 1.2276
C 0.19908 -0.64573 -1.19980 -2.7528 -0.4736 2.8311
N 2.74886 -1.09318 0.45337 4.7539 -0.1369 -2.1169
N 4.43016 0.89065 0.05610 0.5474 -0.2481 1.2361
O 3.96398 -0.42178 -0.21072 -0.4549 0.2190 -0.2542
O 4.09510 1.48211 1.03796 -1.2568 -0.2054 0.5453
O 2.94977 -2.26383 0.31847 -0.8172 -1.7640 0.2589
O 5.27493 1.19967 -0.69549 0.6904 0.0719 -1.5633
O -1.57551 -0.63446 1.12583 0.5341 -0.2551 2.1895
O -2.58191 -0.98162 -1.15501 0.5469 0.2631 -0.5338
O -1.81697 1.26334 -0.62945 0.4418 -0.6205 0.3628
O 0.85713 0.27028 -1.60408 1.6641 1.7404 -1.5035
P -1.48220 -0.26149 -0.26457 0.1377 0.6024 -3.2330
H -3.43045 -1.50990 0.63761 -0.8925 -0.8849 -1.7098
H -3.89501 -2.41028 -0.96706 -0.3532 -2.3348 -0.3026
H -4.61865 -0.94297 -0.57665 -0.1550 0.8643 -0.3287
H -1.80308 3.24815 -0.12111 0.5563 -1.8045 1.2027
H -0.54348 2.15668 0.68393 -0.3592 0.2605 0.8249
H -2.48862 2.07630 1.21669 2.7717 0.3943 -1.4119
H 1.85718 0.76317 0.80086 0.2564 -2.0913 0.4620
H 0.99226 -0.82000 1.51460 1.0285 0.1576 -0.1566
H 0.32403 -1.70675 -1.34215 0.4084 -0.7506 -0.2853


No. 2
36
Properties=species:S:1:pos:R:3:forces:R:3 method="wB97M-V/def2-TZVPD" relative_energy_kj_mol=376.4 smiles=O.O.O.O.O.O.O.O.O.O.O.O multiplicity=1 homo_lumo_gap_ev=10.20 e_lumo_ev=-0.3654
H -0.49277 -0.48418 -0.16847 -0.0790 -0.3445 0.3052
H -2.00116 -0.32394 -0.26397 -0.0560 0.1168 -0.1585
H 0.13900 -1.28108 -3.96137 -0.1816 0.1143 0.1079
H 1.43887 -1.42260 -3.18655 0.0225 0.0671 -0.2142
H 3.13761 1.95166 2.60841 -0.2485 0.1226 0.1751
H 1.72637 1.65159 2.13051 -0.0974 0.4126 0.6161
H -3.73155 3.57622 -0.92251 -0.0556 -0.1305 0.0132
H -4.49260 3.36667 -2.22133 -0.0254 -0.1080 0.0847
H 3.09014 -2.52472 0.63622 0.2950 -0.6196 -0.0667
H 3.67721 -3.33725 -0.50623 -0.0172 0.0984 0.2425
H -1.95474 0.23954 2.86042 0.0841 0.0102 -0.1622
H -0.92069 1.15218 3.49908 0.1224 0.0121 -0.1223
H 2.63993 1.84682 -0.25130 0.2560 0.1819 -0.0910
H 2.72778 1.00329 1.00996 0.4233 -0.1963 -0.0829
H 0.69489 3.15978 -4.22037 0.0092 -0.0394 -0.0825
H 1.14782 1.96638 -3.39535 -0.0313 -0.1031 -0.1237
H -0.26983 -2.57048 4.38927 0.0799 0.0427 -0.0326
H -0.89556 -1.23708 4.76416 0.1315 -0.0444 0.0410
H 2.12080 -1.34321 -0.21003 -0.0773 0.0139 -0.2000
H 1.26117 -2.27888 -1.04406 -0.3687 0.0016 0.0093
H -3.59528 -2.28415 2.48164 -0.0730 -0.0571 -0.0923
H -2.91239 -2.54781 1.14966 -0.0039 0.0185 -0.1131
H -1.37476 1.31156 -3.21810 -0.0447 0.0956 -0.1424
H -0.69083 0.65534 -2.02998 -0.4277 -0.3719 -0.1987
O -1.24641 -0.70368 -0.72779 0.3625 -0.8970 1.3980
O 0.54081 -1.08150 -3.10831 0.5640 -0.1922 0.1137
O 2.32146 1.51440 2.87618 -0.3431 -0.3810 0.9351
O -4.49310 3.11448 -1.29107 0.0564 0.2220 -0.0762
O 3.92604 -2.73759 0.20615 1.0558 -0.0796 0.1598
O -1.33824 0.95109 2.65397 -0.0964 0.0474 0.1072
O 3.05680 1.81972 0.61730 -0.0662 -0.1138 -1.4890
O 0.80055 2.20269 -4.26284 -0.0266 0.1279 0.1622
O -0.26778 -1.63644 4.15147 -0.2599 -0.0720 0.0653
O 1.55634 -2.12134 -0.14015 -1.0062 0.6369 -0.1375
O -3.77069 -2.33942 1.53551 0.1663 0.0696 0.1772
O -1.55521 0.77192 -2.44015 -0.0432 1.3386 -1.1279


No. 3
81
Properties=species:S:1:pos:R:3:forces:R:3 method="wB97M-V/def2-TZVPD" multiplicity=1 charge=-1 homo_lumo_gap_ev=1.92 e_lumo_ev=0.0065
C -0.20128 6.51606 -1.09153 0.0069 -0.0053 -0.2180
C -1.08784 5.75723 -2.07148 -0.1200 -0.0149 -0.0271
C -2.12995 4.88730 -1.35972 0.2067 0.2190 -0.1748
C -2.67072 3.76461 -2.24986 0.0419 -0.4200 -0.0560
C -2.29126 2.35283 -1.77310 -0.0482 0.7051 0.0046
C -0.77657 2.20998 -1.52835 -0.5356 -1.0560 -0.4343
C -0.13736 0.96217 -2.18938 0.7235 0.6680 0.5059
C 1.17308 1.26126 -2.95365 -0.6730 -0.6110 -0.5302
C 2.28937 0.28427 -2.60642 0.8474 0.3433 0.1622
C 3.46780 0.93928 -1.81634 0.0556 0.9668 -0.1724
N 3.12574 2.03579 -0.95451 -0.1856 -0.4210 0.1414
C 3.15246 1.69804 0.43193 -0.1184 0.8656 -0.9004
C 2.01841 2.47955 1.13249 0.0006 -0.9964 -0.1122
S 1.24491 1.52889 2.51189 0.1937 0.3012 0.7831
C 0.20501 0.34389 1.78815 -0.0455 0.7129 -0.3346
N 0.44152 -0.73617 1.13975 0.4326 -0.6480 -0.1112
N -0.78981 -1.30449 0.83950 0.5199 -0.9286 -0.4534
C -1.67205 -0.53375 1.32216 -0.0548 0.7082 0.3036
O -1.13937 0.54135 1.93002 -0.7032 0.1682 0.2093
H 0.17187 7.44770 -1.50991 -0.0153 0.1491 -0.0365
H 0.67365 5.92948 -0.82558 0.0098 -0.1728 0.2096
H -0.77138 6.73772 -0.19247 0.0644 0.1615 0.1904
H -0.48901 5.11732 -2.71419 0.2160 -0.0439 -0.0638
H -1.59599 6.45067 -2.74275 -0.1080 0.0828 -0.0677
H -2.92490 5.54535 -1.01080 -0.1684 -0.0107 0.1176
H -1.64648 4.48533 -0.47085 -0.0658 -0.2309 0.1433
H -3.75351 3.80872 -2.37811 -0.0984 0.1717 0.0631
H -2.24081 3.88755 -3.24463 -0.0318 0.0553 -0.1889
H -2.85064 2.15630 -0.85562 -0.0182 -0.1272 0.1469
H -2.64908 1.63524 -2.50924 0.0767 -0.1408 -0.1132
H -0.23233 3.07425 -1.88806 0.0019 0.3243 0.1378
H -0.64351 2.11323 -0.45626 0.3107 0.3356 0.1881
H 0.13280 0.28273 -1.38314 -0.1791 -0.2532 -0.0402
H -0.82386 0.43771 -2.84252 -0.0828 0.1501 0.0386
H 1.48739 2.29254 -2.83630 0.1974 0.0714 0.3511
H 0.94123 1.12733 -4.01558 0.0218 0.1226 -0.1394
H 1.91955 -0.55620 -2.01884 -0.2527 -0.1243 -0.1030
H 2.72808 -0.09297 -3.53358 -0.0326 -0.3904 -0.0183
H 4.02408 0.13707 -1.30139 0.0275 -0.1893 0.0526
H 4.16305 1.31901 -2.59062 0.0594 -0.1378 -0.0550
H 3.02676 0.62187 0.62189 0.0600 -0.1366 0.2101
H 4.09208 2.05132 0.91445 0.0813 -0.4072 0.3836
H 1.24764 2.72437 0.41219 -0.0533 0.0720 -0.1442
H 2.37493 3.38310 1.61836 -0.0746 0.1220 0.1711
H -2.73576 -0.66320 1.28215 -0.2071 0.1331 0.0853
C -1.96329 -3.91046 3.15913 0.1097 0.0520 0.2389
C -1.26215 -3.25025 4.07989 -0.0155 0.0688 -0.1235
C -1.18199 -3.72163 5.48492 0.0472 0.0441 -0.0029
O -0.54808 -3.11611 6.32126 -0.0189 -0.0088 0.0121
C -1.90983 -4.96789 5.83095 -0.0325 -0.0571 0.0112
C -2.60666 -5.63308 4.91562 0.0176 -0.0025 0.0390
C -2.68706 -5.15791 3.51112 -0.0326 0.0527 -0.1747
O -3.32664 -5.77251 2.68340 -0.0399 -0.0071 -0.0173
H -2.01543 -3.56281 2.13483 -0.0146 -0.0862 -0.0358
H -0.71802 -2.34224 3.84807 0.0232 -0.0094 0.0093
H -1.83784 -5.29610 6.86020 0.0219 0.0313 0.0068
H -3.14543 -6.54401 5.14365 -0.0136 -0.0042 -0.0465
C -5.84221 -1.31691 -2.12839 0.0278 0.0256 -0.0298
C -4.66975 -0.90352 -2.60169 -0.0641 0.0279 0.0036
C -3.39191 -1.40814 -2.03753 0.0792 -0.0281 0.0908
O -2.32167 -1.03551 -2.45848 -0.2896 -0.2762 -0.1554
C -3.47317 -2.39239 -0.92808 -0.0082 -0.1200 0.0598
C -4.64699 -2.80568 -0.45638 -0.0092 0.0335 0.0106
C -5.92382 -2.30041 -1.01936 0.0227 -0.0228 0.0324
O -6.99474 -2.67794 -0.59165 -0.0370 0.0125 -0.0063
H -6.78568 -0.96172 -2.52309 -0.0227 -0.0202 0.0233
H -4.58779 -0.18680 -3.40905 0.0408 0.0086 0.0048
H -2.52628 -2.74827 -0.53797 0.0450 0.0776 -0.0351
H -4.72939 -3.52405 0.34987 -0.0282 -0.0375 -0.0008
C 4.62543 -2.11361 1.20758 -0.0925 0.0015 0.0186
C 4.72310 -3.08144 0.29805 0.0062 0.0155 0.0411
C 6.03802 -3.61822 -0.11935 -0.0632 0.0036 -0.0552
O 6.13234 -4.50317 -0.94683 0.0312 -0.0259 0.0301
C 7.24652 -3.03609 0.51573 0.0390 0.0297 0.0323
C 7.15206 -2.06951 1.42409 0.0314 -0.0322 -0.0441
C 5.83244 -1.53108 1.84441 -0.0668 0.0660 -0.0305
O 5.75412 -0.65479 2.67741 0.0384 -0.0476 0.0624
H 3.67081 -1.70651 1.51988 0.0192 0.0623 -0.0230
H 3.85375 -3.51688 -0.17743 0.0079 0.0144 -0.0341
H 8.19812 -3.44278 0.19671 -0.0184 -0.0188 -0.0310
H 8.02119 -1.63123 1.89838 -0.0238 0.0339 0.0143


| no. | E_tot (eV) |
| --- | --- |
| 1 | -32930.4549 |
| 2 | -24957.7931 |
| 3 | -63432.7715 |